(1)
Density functional theory data (ωB97M-V/def2-TZVPD) for a structure of composition C5H8CsO3.

Structure (XYZ):
```
17
Properties=species:S:1:pos:R:3:forces:R:3
Cs 1.4470 -0.0480 -1.9395 -0.825 -0.107 0.974
O -0.7204 -1.0403 0.5060 -0.380 0.358 0.071
O -0.8697 -0.1372 2.6166 0.121 0.447 0.758
C 0.3075 0.6193 2.8255 -0.138 -0.155 0.007
C 0.1131 1.8139 1.9025 -0.418 -0.166 -0.130
O -0.4777 1.2307 0.7609 -0.326 0.357 0.367
C -1.2311 -0.1035 1.2476 1.739 -1.063 -1.844
H 0.3653 0.8914 3.8853 0.037 -0.114 -0.161
H 1.1944 0.0300 2.5365 -0.098 0.150 0.066
H 1.0560 2.3275 1.6661 -0.100 -0.129 -0.093
H -0.5701 2.5506 2.3590 0.143 -0.081 0.044
C -2.7595 0.0843 1.1580 -0.056 0.602 -0.177
C -3.5313 -1.1023 1.6072 0.003 -0.183 0.089
H -3.0261 0.9728 1.7468 -0.001 -0.171 -0.094
H -2.9688 0.3049 0.0996 0.072 -0.075 0.230
H -3.5929 -1.9895 0.9756 0.078 0.308 0.226
H -3.9015 -1.1742 2.6305 0.150 0.023 -0.333
```
Forces are in eV/Å.

Summary:
E_HOMO (spin up / spin down): -6.45 / -7.08 eV
gap between HOMO and LUMO (spin up / spin down): 5.5 / 6.1 eV
2S+1: 2
LUMO energy (spin up / spin down): -0.95 / -0.95 eV
strongest force on any atom: 0.0534 Eh/bohr
ΔE to the lowest compared entry with this formula, charge and spin: 25.7 kJ/mol

=====

(2)
Density functional theory data (ωB97M-V/def2-TZVPD) for a structure of composition C42H36InN5O4PS2.

Structure (XYZ):
```
91
Properties=species:S:1:pos:R:3:forces:R:3
In 1.5937 0.4839 0.6151 -0.077 -0.406 0.407
C 1.8407 4.2762 2.8528 0.019 -0.033 0.008
C 1.2760 5.2135 2.0024 0.007 0.019 0.020
C 0.7808 4.8173 0.7723 -0.002 -0.023 -0.040
C 0.8471 3.4800 0.3724 0.029 0.081 0.074
C 1.4453 2.5384 1.2150 0.000 -0.156 -0.227
C 1.9288 2.9490 2.4523 -0.010 0.073 -0.071
C 0.2727 3.0808 -0.9435 -0.085 0.000 0.060
C -0.7643 3.8521 -1.5324 -0.011 0.019 0.012
C -1.2539 3.4964 -2.7493 -0.032 -0.011 0.004
C -0.7362 2.3609 -3.4124 -0.010 -0.014 -0.007
C -1.1942 1.9396 -4.6821 0.005 0.034 0.010
C -0.6658 0.8277 -5.2705 0.007 -0.028 0.019
C 0.3435 0.0936 -4.6103 -0.023 -0.008 -0.007
C 0.7984 0.4774 -3.3805 0.049 0.015 -0.022
C 0.2650 1.6228 -2.7481 0.077 0.009 -0.032
N 0.7399 1.9931 -1.5176 0.155 -0.033 -0.053
H 2.2158 4.5762 3.8227 0.005 0.007 0.001
H 1.2204 6.2534 2.2949 -0.002 0.001 0.004
H 0.3629 5.5654 0.1121 -0.014 0.003 0.003
H 2.3815 2.2331 3.1266 0.001 -0.031 0.022
H -1.1793 4.6944 -0.9998 0.021 0.010 -0.008
H -2.0507 4.0658 -3.2136 0.007 0.005 -0.001
H -1.9630 2.5195 -5.1776 -0.013 -0.011 0.001
H -1.0151 0.5058 -6.2420 0.001 0.001 -0.005
H 0.7564 -0.7879 -5.0835 0.007 -0.007 -0.002
H 1.5539 -0.0989 -2.8652 0.008 0.032 -0.040
O -5.8866 -0.4918 3.6399 0.024 -0.058 0.027
C -5.1441 0.5975 3.3525 0.001 0.017 -0.009
O -5.6664 1.6503 3.1283 0.002 -0.012 -0.015
C -3.6585 0.3983 3.3067 -0.051 -0.033 0.021
C -2.9949 -0.5421 4.0898 0.003 -0.014 -0.030
C -1.6302 -0.7162 3.9648 0.018 -0.101 -0.055
C -0.9192 0.0390 3.0367 -0.002 0.025 0.106
C -1.5779 0.9976 2.2796 0.056 0.062 -0.077
C -2.9384 1.1896 2.4258 -0.023 -0.022 -0.079
N 0.4761 -0.1175 2.8110 -0.153 0.069 -0.175
C 1.2350 -0.5726 3.7134 0.048 0.030 0.074
C 2.6927 -0.6119 3.5087 -0.050 0.022 0.005
C 3.5272 -1.0626 4.5176 -0.018 -0.009 0.017
C 4.8986 -0.9793 4.3382 0.037 0.003 0.009
C 5.3835 -0.4358 3.1626 0.000 -0.001 -0.003
C 4.4785 -0.0241 2.1963 -0.025 -0.042 0.024
N 3.1622 -0.1160 2.3573 -0.038 -0.049 -0.111
H -5.3351 -1.2846 3.6661 -0.026 0.050 -0.002
H -3.5358 -1.1503 4.8050 -0.003 0.004 0.002
H -1.1437 -1.4914 4.5404 0.001 -0.009 -0.017
H -1.0139 1.6113 1.5889 -0.013 -0.012 -0.035
H -3.4649 1.9297 1.8402 0.001 0.032 -0.019
H 0.8718 -0.8681 4.6974 -0.005 -0.015 -0.012
H 3.1032 -1.4618 5.4290 -0.008 0.003 -0.003
H 5.5756 -1.3214 5.1091 -0.003 -0.006 0.000
H 6.4445 -0.3347 2.9852 0.000 0.006 -0.007
H 4.8137 0.3876 1.2568 0.018 0.023 -0.051
C 4.0322 -2.9111 -1.9449 -0.016 -0.023 -0.007
O 4.3228 -1.5333 -2.2814 0.043 -0.078 -0.007
C 3.9400 -0.6416 -1.3914 0.013 0.260 -0.050
O 3.4250 -0.9142 -0.3118 -0.018 0.238 -0.129
N 4.1931 0.6266 -1.8048 -0.042 -0.059 0.042
N 3.7512 1.6728 -0.9972 -0.009 0.099 -0.005
H 4.4608 -3.4947 -2.7514 -0.003 0.004 -0.007
H 2.9556 -3.0542 -1.8848 -0.003 0.003 0.013
H 4.4920 -3.1678 -0.9943 0.015 0.001 -0.007
H 4.5269 0.7870 -2.7436 -0.024 -0.036 0.015
H 3.0227 2.2108 -1.4604 0.008 -0.098 0.028
H 4.5220 2.2787 -0.7390 -0.023 -0.059 0.004
S -1.2712 -3.1692 1.6377 -0.020 -0.002 0.094
P -1.1736 -2.3254 -0.1081 0.043 0.008 -0.025
S 0.6450 -1.4329 -0.6183 0.037 0.113 0.064
C -1.2698 -3.5109 -1.4844 0.035 0.031 0.003
C -1.3490 -3.0443 -2.7964 -0.028 -0.014 0.010
C -1.4389 -3.9440 -3.8440 0.001 0.007 0.000
C -1.4504 -5.3110 -3.5873 0.013 0.015 -0.012
C -1.3760 -5.7743 -2.2836 -0.007 0.008 0.029
C -1.2861 -4.8748 -1.2282 0.037 0.005 -0.007
C -2.5444 -1.1898 -0.4687 -0.047 -0.058 0.099
C -2.3860 0.0419 -1.0859 0.010 0.039 0.010
C -3.4989 0.8257 -1.3686 0.029 -0.019 0.049
C -4.7678 0.3791 -1.0354 -0.012 0.021 -0.002
C -4.9311 -0.8589 -0.4251 0.017 -0.008 0.009
C -3.8249 -1.6445 -0.1486 0.030 0.075 0.145
H -1.3523 -1.9786 -2.9935 0.013 0.023 -0.017
H -1.5112 -3.5824 -4.8618 0.005 -0.001 -0.004
H -1.5227 -6.0122 -4.4084 -0.009 -0.006 0.004
H -1.3943 -6.8371 -2.0819 0.005 -0.004 -0.007
H -1.2326 -5.2206 -0.2036 -0.004 -0.009 -0.004
H -1.3930 0.3843 -1.3467 0.004 -0.002 0.004
H -3.3721 1.7902 -1.8413 0.015 0.026 -0.030
H -5.6326 0.9931 -1.2502 -0.002 0.005 0.012
H -5.9210 -1.2069 -0.1609 -0.005 -0.009 -0.014
H -3.9429 -2.6040 0.3409 -0.010 -0.002 -0.014
```
Forces are in eV/Å.

Summary:
E_HOMO: -10.36 eV
gap between HOMO and LUMO: 6.9 eV
LUMO energy: -3.42 eV
strongest force on any atom: 0.0113 Eh/bohr
charge: +1
ΔE to the lowest compared entry with this formula, charge and spin: 38.7 kJ/mol

=====

(3)
Density functional theory data (ωB97M-V/def2-TZVPD) for the ion C14H20N3O with charge +1.

Structure (XYZ):
```
38
Properties=species:S:1:pos:R:3:forces:R:3
C 0.1745 -2.0237 2.4155 0.634 -0.646 0.762
C -0.6145 -1.6984 1.2292 -0.135 1.934 -1.317
N -0.3944 -0.6001 0.4914 -0.519 -1.710 0.660
C -1.3433 -0.5025 -0.6164 0.189 0.837 -0.442
C -2.2137 -1.7202 -0.4683 -0.467 -0.548 -0.209
N -1.6668 -2.3858 0.7289 0.547 0.098 0.458
C -2.0269 -3.6743 1.1661 0.275 -1.660 1.558
C -3.1489 -4.3271 0.4201 -0.159 -0.059 -0.202
O -1.4576 -4.2361 2.0975 -1.055 0.964 -1.645
H -0.0958 -3.0293 2.7503 0.282 0.444 0.020
H 1.2489 -1.9875 2.1819 -0.358 0.011 0.064
H -0.0162 -1.3147 3.2398 -0.043 -0.097 -0.458
H -1.9230 0.4234 -0.5422 0.320 -0.088 -0.019
H -0.8110 -0.5155 -1.5743 0.024 0.162 0.235
H -3.2635 -1.4562 -0.3229 0.153 -0.129 0.059
H -2.1247 -2.3672 -1.3473 -0.096 0.001 0.289
H -3.5643 -3.7053 -0.3769 -0.010 -0.310 0.203
H -2.7679 -5.2679 0.0015 -0.129 0.227 0.087
H -3.9371 -4.5840 1.1384 0.202 0.061 -0.152
C 0.7195 2.2987 1.5375 0.209 0.038 -0.035
N 0.6336 1.5899 0.2644 -0.182 -1.311 0.431
C 1.3685 2.1935 -0.7932 0.249 0.167 -0.720
C 0.7870 2.2204 -2.0723 0.410 0.472 0.517
C 1.3444 3.0521 -3.0427 0.324 -0.161 -0.020
C 2.5320 3.7510 -2.7754 -0.033 -0.041 0.163
C 3.1760 3.6059 -1.5379 -0.207 -0.086 -0.285
C 2.5955 2.8237 -0.5438 -0.455 -0.103 -0.224
C 0.8419 0.1389 0.4501 1.200 1.974 -0.384
H 0.7681 3.3788 1.3599 -0.194 -0.316 0.092
H -0.1609 2.0526 2.1245 -0.059 0.111 0.231
H 1.6237 2.0016 2.0970 -0.199 0.165 0.048
H -0.1279 1.6487 -2.2401 0.173 0.397 -0.038
H 0.8449 3.1616 -4.0072 0.242 -0.047 0.254
H 2.9572 4.4170 -3.5319 -0.175 -0.299 0.274
H 4.1192 4.1085 -1.3286 -0.233 -0.061 -0.175
H 3.0612 2.7096 0.4368 -0.089 0.197 -0.308
H 1.4658 -0.2093 -0.4006 -0.441 -0.081 0.455
H 1.3966 0.0291 1.3910 -0.195 -0.504 -0.225
```
Forces are in eV/Å.

Summary:
E_HOMO: -11.44 eV
gap between HOMO and LUMO: 7.6 eV
LUMO energy: -3.81 eV
strongest force on any atom: 0.0456 Eh/bohr
charge: +1
ΔE to the lowest compared entry with this formula, charge and spin: 0.0 kJ/mol

=====

(4)
Density functional theory data (ωB97M-V/def2-TZVPD) for a structure of composition C29H29BaF6N2OP3S.

Structure (XYZ):
```
72
Properties=species:S:1:pos:R:3:forces:R:3
Ba 1.2513 0.3677 -3.3477 -4.683 -2.996 0.537
C 0.7157 -0.6253 5.6953 0.126 -0.022 0.183
S -0.6704 -1.1616 4.6801 0.045 -0.196 -0.040
C -1.1227 0.4122 3.9098 -0.055 0.185 0.030
C -1.3254 0.3115 2.4039 -0.156 0.188 -0.023
C -0.0555 -0.0631 1.6680 0.021 0.052 -0.214
N -0.2539 -0.1922 0.1807 0.453 0.151 0.188
P 0.2062 1.2286 -0.7307 -0.769 -0.091 1.110
C -0.7483 2.4987 0.1268 0.010 0.216 -0.009
C -0.2480 3.2766 1.1684 0.009 0.078 0.084
C -1.0771 4.1752 1.8272 -0.034 -0.060 -0.098
C -2.4090 4.2997 1.4466 0.045 -0.008 0.028
C -2.9119 3.5367 0.3997 0.090 -0.019 0.021
C -2.0799 2.6454 -0.2616 -0.065 0.110 0.011
C 1.9404 1.5751 -0.3032 -0.052 -0.120 -0.034
C 2.4467 2.8369 -0.6272 0.081 -0.007 -0.007
C 3.7928 3.1096 -0.4467 0.035 -0.025 -0.009
C 4.6438 2.1254 0.0423 0.024 0.029 -0.009
C 4.1522 0.8652 0.3490 -0.059 0.046 -0.032
C 2.8042 0.5879 0.1687 0.030 -0.012 0.046
P -0.2302 -1.7523 -0.4638 -0.314 0.345 -0.308
C -1.1808 -2.8071 0.6452 -0.208 -0.131 0.315
C -2.5799 -2.7277 0.6744 0.043 0.012 0.069
C -3.2951 -3.5640 1.5121 0.085 -0.051 0.030
C -2.6239 -4.4941 2.3052 -0.047 0.041 -0.033
C -1.2431 -4.5906 2.2601 0.016 0.046 -0.014
C -0.5171 -3.7475 1.4262 -0.020 0.008 0.115
C -1.2479 -1.8332 -1.9698 0.099 -0.038 0.074
C -1.9793 -0.8002 -2.5466 -0.068 -0.005 0.081
C -2.7331 -1.0351 -3.6960 0.069 0.068 0.038
C -2.7550 -2.2942 -4.2703 0.007 -0.059 -0.019
C -2.0263 -3.3316 -3.6957 0.007 0.024 -0.005
C -1.2751 -3.1037 -2.5565 -0.028 0.037 -0.086
H 1.0897 -1.5064 6.2164 -0.018 0.025 -0.027
H 0.4071 0.1053 6.4428 -0.034 -0.028 -0.045
H 1.5230 -0.2124 5.0906 -0.031 -0.016 -0.031
H -0.3378 1.1355 4.1487 -0.030 -0.024 -0.061
H -2.0462 0.7742 4.3634 0.054 0.033 0.010
H -1.6823 1.2857 2.0516 -0.026 -0.244 0.050
H -2.1047 -0.4141 2.1836 -0.116 -0.158 -0.032
H 0.3611 -0.9816 2.0765 -0.019 -0.163 -0.008
H 0.7032 0.7094 1.8138 -0.011 -0.053 0.104
H 0.7869 3.1785 1.4786 -0.060 0.003 -0.040
H -0.6828 4.7771 2.6362 -0.022 -0.016 -0.019
H -3.0538 4.9995 1.9629 0.012 -0.014 -0.015
H -3.9446 3.6415 0.0943 0.012 0.003 0.014
H -2.4809 2.0568 -1.0798 0.030 0.022 0.017
H 1.7959 3.6094 -1.0217 -0.022 -0.005 0.007
H 4.1810 4.0874 -0.6995 -0.006 -0.018 0.001
H 5.6964 2.3394 0.1771 -0.028 0.012 -0.010
H 4.8163 0.0969 0.7240 -0.022 0.016 -0.018
H 2.4296 -0.4018 0.3945 -0.010 -0.011 0.000
H -3.1055 -2.0150 0.0487 0.045 -0.010 0.012
H -4.3754 -3.4996 1.5461 0.037 -0.003 -0.004
H -3.1886 -5.1490 2.9566 0.016 0.016 -0.016
H -0.7282 -5.3162 2.8757 -0.002 0.011 -0.026
H 0.5640 -3.8250 1.3922 -0.022 0.028 -0.017
H -2.0027 0.1787 -2.0848 0.002 -0.026 0.012
H -3.3139 -0.2313 -4.1293 -0.004 0.008 0.006
H -3.3458 -2.4750 -5.1589 0.013 0.006 0.018
H -2.0470 -4.3206 -4.1351 0.003 0.031 0.004
H -0.7138 -3.9254 -2.1231 0.000 0.044 0.036
O 2.6128 -3.5842 -2.6133 -0.034 0.002 0.104
C 2.0901 -2.6029 -2.2485 -0.219 0.402 0.183
N 1.5311 -1.5750 -1.9075 0.720 -1.699 0.856
F 3.4923 0.9496 -3.1929 1.428 0.591 -0.209
P 3.3974 1.9580 -4.5348 0.869 0.634 -0.501
F 4.1287 3.0814 -3.7443 0.219 0.248 0.203
F 4.6903 1.3076 -5.1072 0.173 -0.063 -0.115
F 2.4735 0.7071 -5.2357 1.380 0.739 -1.523
F 3.1012 2.8385 -5.7830 -0.057 0.151 -0.250
F 1.9178 2.4889 -3.8489 1.043 1.727 -0.695
```
Forces are in eV/Å.

Summary:
E_HOMO (spin up / spin down): -10.76 / -10.81 eV
gap between HOMO and LUMO (spin up / spin down): 8.2 / 6.4 eV
2S+1: 2
LUMO energy (spin up / spin down): -2.59 / -4.40 eV
strongest force on any atom: 0.1086 Eh/bohr
charge: +1
ΔE to the lowest compared entry with this formula, charge and spin: 0.0 kJ/mol